Record 1
Computed, not measured: a molecular structure, C20H26I2MnN6O2S2, with ωB97M-V/def2-TZVPD.

Maximum force: 0.31 eV/Å
Multiplicity: 6
Kohn-Sham gap (spin up / spin down): 6.88 / 7.50 eV
Energy relative to the best compared isomer or geometry (same formula, charge and spin): 2.5 kcal/mol
Total charge: 0
<S²>: 8.76

Atoms and positions in Å:
Mn -0.724 0.357 0.515
C -1.283 -4.234 -0.288
C 0.068 -3.853 0.226
N 0.875 -4.796 0.635
C 2.097 -4.464 1.104
C 2.576 -3.184 1.110
C 3.959 -2.937 1.631
O 3.884 -2.110 2.814
C 1.729 -2.135 0.657
C 2.278 -0.800 0.609
N 1.668 0.327 0.489
C 2.483 1.490 0.617
C 3.678 1.489 1.349
C 4.458 2.626 1.465
C 4.059 3.810 0.864
C 2.859 3.845 0.173
C 2.077 2.704 0.062
I 0.228 2.882 -0.889
C 0.413 -2.450 0.268
O -0.468 -1.580 -0.079
H -1.320 -5.312 -0.427
H -1.497 -3.719 -1.227
H -2.047 -3.932 0.429
H 2.706 -5.284 1.470
H 4.595 -2.447 0.887
H 4.415 -3.896 1.882
H 4.746 -2.117 3.242
H 3.362 -0.783 0.684
H 3.995 0.593 1.868
H 5.374 2.586 2.040
H 4.661 4.704 0.952
H 2.515 4.767 -0.275
I -3.207 2.428 -1.389
C -2.685 0.629 -0.311
H -2.880 -0.138 -1.064
H -3.476 0.579 0.439
N 1.713 -0.115 3.678
C 0.440 -0.329 3.320
N 0.007 -1.582 3.280
S -0.594 0.987 2.951
H 2.383 -0.874 3.633
H 2.048 0.830 3.606
H 0.645 -2.356 3.386
H -0.934 -1.771 2.940
S -3.079 -2.649 2.953
C -4.061 -2.950 1.614
N -5.057 -3.852 1.683
C -5.955 -4.169 0.584
C -5.229 -3.948 -0.733
C -4.658 -2.540 -0.753
N -3.873 -2.324 0.451
H -5.165 -4.298 2.577
H -6.853 -3.544 0.628
H -6.268 -5.207 0.689
H -5.913 -4.088 -1.569
H -4.418 -4.673 -0.828
H -5.462 -1.801 -0.819
H -4.004 -2.393 -1.612
H -3.105 -1.672 0.428


Record 2
Computed, not measured: 3 unconnected molecules or ions with the total composition C2H11N2O2 at a distorted geometry, with ωB97M-V/def2-TZVPD.

Maximum force: 2.53 eV/Å
Kohn-Sham gap: 11.37 eV
Energy relative to the best compared isomer or geometry (same formula, charge and spin): 7.2 kcal/mol
Total charge: +1

Atoms and positions in Å:
C 1.667 -0.884 -1.395
N 0.587 -0.017 -0.980
C -0.001 0.790 -1.830
N -0.790 1.745 -1.354
H 2.120 -0.598 -2.346
H 1.403 -1.933 -1.542
H 2.390 -0.992 -0.570
H 0.267 0.084 -0.021
H 0.364 0.794 -2.850
H -1.146 1.792 -0.409
H -1.124 2.409 -2.031
H -2.039 -2.071 2.589
H -0.813 -1.733 3.514
O -1.486 -1.363 2.942
H 0.006 1.195 2.421
H -0.946 0.034 2.176
O -0.458 0.750 1.685


Record 3
Computed, not measured: a molecular structure, C12H29BaN4O6P at a distorted geometry, with ωB97M-V/def2-TZVPD.

Maximum force: 3.43 eV/Å
Kohn-Sham gap (spin up / spin down): 5.81 / 4.39 eV
Energy relative to the best compared isomer or geometry (same formula, charge and spin): 0.0 kcal/mol
Total charge: 0

Atoms and positions in Å:
O 1.145 -3.930 -0.423
H 1.752 -4.327 -1.344
Ba -0.136 -1.559 0.535
N -2.187 -1.171 -1.216
N -0.013 -0.381 -2.190
N 1.038 -0.269 2.759
N 2.116 0.265 0.473
O -3.234 -1.447 -0.548
O 0.302 -0.343 3.833
O 2.685 0.654 -0.713
O 1.148 -0.025 -2.645
C -1.063 -0.308 -3.060
C -2.301 -0.732 -2.508
C 2.136 0.518 2.820
C 2.725 0.817 1.538
C -3.578 -0.712 -3.255
H -3.508 -1.332 -4.163
H -3.827 0.312 -3.577
H -4.388 -1.097 -2.625
C -0.950 0.167 -4.465
H -1.300 -0.603 -5.170
H 0.090 0.412 -4.697
H -1.570 1.062 -4.630
C 2.677 1.082 4.084
C 3.904 1.729 1.456
H 2.075 0.749 4.935
H 2.684 2.182 4.056
H 3.718 0.762 4.236
H 4.235 1.829 0.420
H 4.736 1.348 2.063
H 3.654 2.726 1.847
H -0.900 -1.145 3.214
H 2.056 0.307 -1.456
C 2.272 -5.383 -1.613
H 1.492 -6.149 -1.595
H 2.996 -5.604 -0.825
H 2.763 -5.370 -2.588
O -1.449 -1.617 2.473
H 1.023 -4.687 0.176
H -2.331 -1.833 2.822
C -0.606 2.896 -0.199
P -1.467 1.683 0.871
C -1.382 2.579 2.469
C -3.202 2.032 0.393
H 0.384 2.502 -0.464
H -0.492 3.850 0.334
H -1.188 3.045 -1.119
H -0.914 3.563 2.335
H -2.391 2.698 2.882
H -0.777 1.988 3.171
H -3.762 2.384 1.269
H -3.239 2.783 -0.405
H -3.655 1.100 0.028


Record 4
Computed, not measured: a molecular structure, C3H6O4 at a distorted geometry, with ωB97M-V/def2-TZVPD.

Maximum force: 5.48 eV/Å
Kohn-Sham gap (spin up / spin down): 7.63 / 7.62 eV
Energy relative to the best compared isomer or geometry (same formula, charge and spin): 118.8 kcal/mol
Total charge: 0

Atoms and positions in Å:
C 1.616 0.847 -0.212
C -0.069 -0.086 0.299
C -1.407 0.213 -0.418
O 0.770 0.825 0.918
O 2.555 -0.119 -0.543
O 0.038 -1.294 0.852
O -2.536 -0.122 0.241
H 1.771 1.703 -0.827
H -1.272 -0.265 -1.469
H -1.599 1.313 -0.512
H 2.712 -0.902 -0.035
H 0.368 -1.234 1.801
H -2.948 -0.880 -0.094


Record 5
Computed, not measured: 9 unconnected molecules or ions with the total composition C35H65N4O20P5 at a distorted geometry, with ωB97M-V/def2-TZVPD.

Maximum force: 3.69 eV/Å
Kohn-Sham gap: 9.53 eV
Energy relative to the best compared isomer or geometry (same formula, charge and spin): 13.4 kcal/mol
Total charge: 0
SMILES: COP(=O)(OC)OC.COP(=O)(OC)OC.COP(=O)(OC)OC.COP(=O)(OC)OC.COP(=O)(OC)OC.c1ccncc1.c1ccncc1.c1ccncc1.c1ccncc1

Atoms and positions in Å:
C -0.838 3.125 5.051
O -0.311 1.812 5.325
P 1.228 1.644 4.968
O 2.218 2.412 5.716
O 1.472 0.021 4.958
C 0.879 -0.875 4.072
O 1.179 1.947 3.385
C 2.346 2.353 2.659
H -0.252 3.759 4.385
H -1.105 3.587 6.001
H -1.761 2.914 4.510
H 0.048 -0.430 3.524
H 0.440 -1.659 4.690
H 1.589 -1.218 3.319
H 2.445 1.485 2.008
H 3.312 2.427 3.159
H 2.221 3.214 2.003
C -3.229 -4.153 1.201
O -2.961 -2.718 1.092
P -3.374 -1.688 2.290
O -2.510 -1.792 3.479
O -3.442 -0.288 1.466
C -4.110 -0.198 0.227
O -4.977 -2.057 2.632
C -5.930 -1.079 2.944
H -3.227 -4.537 0.181
H -4.207 -4.295 1.663
H -2.561 -4.763 1.809
H -4.644 -1.105 -0.054
H -3.394 0.069 -0.550
H -4.918 0.533 0.282
H -5.525 -0.073 3.061
H -6.430 -1.431 3.846
H -6.599 -1.002 2.087
C 6.310 3.171 2.800
O 5.686 1.855 3.020
P 5.572 0.784 1.847
O 5.073 1.374 0.541
O 4.708 -0.432 2.493
C 4.466 -1.588 1.668
O 7.075 0.124 1.762
C 7.753 -0.528 2.806
H 6.402 3.729 3.731
H 5.742 3.814 2.127
H 7.287 3.018 2.341
H 5.199 -1.662 0.865
H 3.473 -1.476 1.233
H 4.434 -2.457 2.325
H 8.741 -0.139 3.053
H 7.887 -1.583 2.566
H 7.205 -0.307 3.722
C -2.829 2.590 -3.150
O -3.905 1.682 -3.080
P -5.370 2.284 -2.610
O -5.411 2.874 -1.269
O -5.658 3.327 -3.843
C -6.884 3.955 -3.952
O -6.465 1.116 -2.787
C -6.637 0.424 -3.999
H -2.035 2.210 -2.508
H -3.055 3.598 -2.801
H -2.456 2.757 -4.161
H -7.597 3.610 -3.202
H -7.315 3.742 -4.930
H -6.691 5.026 -3.896
H -7.654 0.475 -4.387
H -6.345 -0.618 -3.867
H -5.955 0.897 -4.705
C 1.730 -6.002 -6.600
O 1.175 -5.172 -5.628
P 2.275 -4.275 -4.784
O 3.254 -5.039 -3.979
O 2.892 -3.353 -5.892
C 2.117 -2.317 -6.481
O 1.393 -3.341 -3.794
C 2.000 -2.595 -2.771
H 1.336 -6.991 -6.368
H 2.819 -5.997 -6.575
H 1.380 -5.676 -7.580
H 1.230 -2.075 -5.895
H 1.823 -2.501 -7.515
H 2.798 -1.470 -6.567
H 3.090 -2.593 -2.805
H 1.600 -2.885 -1.800
H 1.634 -1.572 -2.864
C 0.627 -6.447 2.983
C 1.654 -6.111 2.085
C 1.816 -4.789 1.797
N 1.039 -3.807 2.337
C 0.000 -4.116 3.131
C -0.241 -5.457 3.459
H 0.418 -7.472 3.250
H 2.288 -6.839 1.602
H 2.527 -4.410 1.078
H -0.639 -3.290 3.404
H -1.202 -5.677 3.901
C -3.152 2.970 1.742
C -1.850 2.600 1.788
C -0.972 3.239 0.918
N -1.254 4.253 0.081
C -2.603 4.604 0.023
C -3.534 4.025 0.909
H -3.855 2.428 2.357
H -1.518 1.804 2.438
H 0.068 2.965 0.820
H -2.954 5.307 -0.718
H -4.556 4.376 0.883
C 3.349 3.800 -1.151
C 3.592 3.065 -2.323
C 2.666 3.213 -3.353
N 1.541 4.008 -3.281
C 1.316 4.564 -2.047
C 2.186 4.524 -0.987
H 4.092 3.824 -0.368
H 4.447 2.409 -2.394
H 2.792 2.562 -4.205
H 0.529 5.278 -1.859
H 1.991 5.069 -0.076
C -0.612 -0.140 -1.585
C 0.542 0.645 -1.598
C 1.305 0.600 -0.386
N 0.995 -0.241 0.617
C -0.070 -1.108 0.501
C -0.890 -1.011 -0.595
H -1.286 -0.157 -2.430
H 0.934 1.250 -2.402
H 2.183 1.226 -0.334
H -0.276 -1.685 1.390
H -1.804 -1.585 -0.641


- Which of these has the lowest energy relative to the best compared isomer or geometry (same formula, charge and spin)?
  C12H29BaN4O6P


- Among the records above, which one has the highest energy relative to the best compared isomer or geometry (same formula, charge and spin)?
  C3H6O4


- What is the total charge in the first record?
  0


Copy entry 1 word for word.
Computed, not measured: a molecular structure, C20H26I2MnN6O2S2, with ωB97M-V/def2-TZVPD.

Maximum force: 0.31 eV/Å
Multiplicity: 6
Kohn-Sham gap (spin up / spin down): 6.88 / 7.50 eV
Energy relative to the best compared isomer or geometry (same formula, charge and spin): 2.5 kcal/mol
Total charge: 0
<S²>: 8.76

Atoms and positions in Å:
Mn -0.724 0.357 0.515
C -1.283 -4.234 -0.288
C 0.068 -3.853 0.226
N 0.875 -4.796 0.635
C 2.097 -4.464 1.104
C 2.576 -3.184 1.110
C 3.959 -2.937 1.631
O 3.884 -2.110 2.814
C 1.729 -2.135 0.657
C 2.278 -0.800 0.609
N 1.668 0.327 0.489
C 2.483 1.490 0.617
C 3.678 1.489 1.349
C 4.458 2.626 1.465
C 4.059 3.810 0.864
C 2.859 3.845 0.173
C 2.077 2.704 0.062
I 0.228 2.882 -0.889
C 0.413 -2.450 0.268
O -0.468 -1.580 -0.079
H -1.320 -5.312 -0.427
H -1.497 -3.719 -1.227
H -2.047 -3.932 0.429
H 2.706 -5.284 1.470
H 4.595 -2.447 0.887
H 4.415 -3.896 1.882
H 4.746 -2.117 3.242
H 3.362 -0.783 0.684
H 3.995 0.593 1.868
H 5.374 2.586 2.040
H 4.661 4.704 0.952
H 2.515 4.767 -0.275
I -3.207 2.428 -1.389
C -2.685 0.629 -0.311
H -2.880 -0.138 -1.064
H -3.476 0.579 0.439
N 1.713 -0.115 3.678
C 0.440 -0.329 3.320
N 0.007 -1.582 3.280
S -0.594 0.987 2.951
H 2.383 -0.874 3.633
H 2.048 0.830 3.606
H 0.645 -2.356 3.386
H -0.934 -1.771 2.940
S -3.079 -2.649 2.953
C -4.061 -2.950 1.614
N -5.057 -3.852 1.683
C -5.955 -4.169 0.584
C -5.229 -3.948 -0.733
C -4.658 -2.540 -0.753
N -3.873 -2.324 0.451
H -5.165 -4.298 2.577
H -6.853 -3.544 0.628
H -6.268 -5.207 0.689
H -5.913 -4.088 -1.569
H -4.418 -4.673 -0.828
H -5.462 -1.801 -0.819
H -4.004 -2.393 -1.612
H -3.105 -1.672 0.428